ORCA calculation (ωB97M-V with the def2-TZVPD basis set) on a 8-piece molecular cluster, C18H55N3O11 overall in a non-equilibrium geometry.

```
87
C18H55N3O11, DFT ωB97M-V with the def2-TZVPD basis set
C 3.7364 -4.2376 5.7964
O 2.6956 -3.3415 5.6360
C 1.6897 -3.5026 6.5857
C 0.5611 -2.4595 6.3856
N 1.1166 -1.1477 6.4125
C 0.3573 -0.0074 5.9326
C 0.3728 0.0489 4.3816
O 1.6587 0.3441 3.7892
C 1.8042 1.7413 3.3988
H 3.5896 -5.0853 5.1271
H 3.8518 -4.5875 6.8223
H 4.7188 -3.8345 5.5505
H 1.9736 -3.5253 7.6378
H 1.1843 -4.4635 6.4886
H -0.0897 -2.4364 7.2598
H -0.0232 -2.6381 5.4830
H 1.9759 -1.1649 5.8821
H 1.0164 0.7571 6.3440
H -0.6497 0.0526 6.3455
H -0.4645 0.6915 4.1093
H 0.0846 -0.9302 3.9992
H 2.8688 1.9082 3.2346
H 1.4553 2.3866 4.2049
H 1.2720 1.9491 2.4706
C -6.3901 0.8766 -0.0298
O -5.0454 0.9164 0.2677
C -4.3842 -0.1598 -0.4163
C -2.8037 0.0677 -0.1332
N -2.0843 -1.1599 -0.3015
C -1.7264 -1.4072 -1.6202
C -0.7759 -2.6461 -1.8423
O 0.4610 -2.5538 -1.1165
C 1.2604 -1.7220 -1.9278
H -6.9347 1.3642 0.7788
H -6.6755 -0.1718 0.0563
H -6.7327 1.4758 -0.8735
H -4.4052 0.0086 -1.4930
H -4.6831 -1.1967 -0.2623
H -2.6078 0.4234 0.8783
H -2.4574 0.8487 -0.8100
H -1.2425 -1.1463 0.2564
H -1.3172 -0.5593 -2.1694
H -2.6524 -1.6095 -2.1584
H -0.6449 -2.9401 -2.8837
H -1.2666 -3.5351 -1.4461
H 2.1198 -1.2121 -1.4925
H 0.6802 -0.8091 -2.0618
H 1.4325 -2.0968 -2.9368
C 3.3226 -0.4683 -6.1130
O 2.4837 0.2444 -5.2316
C 1.3953 0.8698 -5.8111
C 0.2842 1.1897 -4.9074
N 0.6862 2.3140 -4.0109
C -0.1260 2.5863 -2.8923
C -1.6130 2.8197 -3.2159
O -2.2476 1.5131 -3.3499
C -3.6027 1.6638 -3.5083
H 2.7698 -1.1586 -6.7501
H 4.0013 -0.9400 -5.4024
H 3.8281 0.2574 -6.7502
H 0.9242 0.0802 -6.3966
H 1.7642 1.6949 -6.4204
H 0.0386 0.3297 -4.2844
H -0.5168 1.4027 -5.6153
H 1.6472 2.3386 -3.7011
H 0.2156 3.4525 -2.3256
H -0.0255 1.6358 -2.3684
H -1.7963 3.4976 -4.0496
H -2.1185 3.3376 -2.4008
H -4.1571 2.1715 -2.7190
H -3.9244 0.6261 -3.5966
H -3.7770 2.2121 -4.4341
O 0.0756 1.4924 0.3117
H -0.3621 0.6412 0.2998
H 0.9409 1.3121 0.6792
O 0.7799 -1.1121 1.0227
H 1.3742 -1.5164 1.6548
H 0.4777 -1.8392 0.4784
O -0.2051 4.3509 -0.1674
H 0.5848 4.7669 -0.5127
H 0.0052 3.4174 -0.1456
O 3.1078 2.2394 -1.7852
H 3.3775 1.8522 -0.9524
H 3.8172 2.0246 -2.3908
O 2.9710 0.6896 0.5207
H 3.5053 0.3304 1.2290
H 2.2134 0.1066 0.4722
```

Summary:
- Kohn-Sham gap: 8.14 eV
- Strongest force on any atom: 3.9 eV Å⁻¹
- Spin multiplicity: 1
- Energy relative to the best compared isomer or geometry (same formula, charge and spin): 82.48 kcal/mol
- Lowest unoccupied orbital energy: 0.34 eV
- SMILES string: COCCNCCOC.COCCNCCOC.COCCNCCOC.O.O.O.O.O

=====

ORCA calculation (ωB97M-V with the def2-TZVPD basis set) on a 2-piece molecular cluster, CH3O3PS overall in a non-equilibrium geometry.

```
9
CH3O3PS, DFT ωB97M-V with the def2-TZVPD basis set
O 1.7469 2.4568 2.4480
S 1.9907 1.1248 1.9731
P 0.3602 -0.2701 2.5599
O 1.9709 -0.0305 3.1904
H 0.8068 -1.3427 1.6136
C -0.3342 0.1239 -0.4256
O 0.7945 -0.1901 -0.2524
H -1.1035 -0.5711 -0.1135
H -0.6201 1.1704 -0.4303
```

Summary:
- Kohn-Sham gap: 8.75 eV
- Strongest force on any atom: 2.4 eV Å⁻¹
- Spin multiplicity: 1
- Energy relative to the best compared isomer or geometry (same formula, charge and spin): 89.36 kcal/mol
- Lowest unoccupied orbital energy: -0.51 eV
- SMILES string: O=S1#[PH]O1.C=O

=====

- Which value of energy relative to the best compared isomer or geometry (same formula, charge and spin) does entry 2 give?
  89.36 kcal/mol